A structure of composition C12H18Cl3N6O2STi. Source: the OMol25 dataset; level of theory: the ωB97M-V functional and the def2-TZVPD basis.

Last column: natural (NBO) charge in e.
Atoms and positions in Å:
Ti (1.29, 0.18, -0.02)  1.517
C (-0.77, -3.60, 1.34)  -0.690
C (-0.19, -2.45, 0.59)  0.265
N (0.31, -1.41, 1.13)  -0.313
N (0.40, -1.29, 2.49)  -0.441
C (1.60, -0.86, 2.81)  0.329
N (1.88, -0.65, 4.10)  -0.769
S (2.91, -0.59, 1.65)  -0.229
C (0.01, -2.51, -0.89)  0.180
C (-0.42, -3.58, -1.65)  -0.219
C (-0.10, -3.62, -3.00)  -0.115
C (0.64, -2.60, -3.56)  -0.238
C (1.04, -1.56, -2.73)  0.085
N (0.73, -1.52, -1.43)  -0.524
H (-0.91, -3.32, 2.38)  0.271
H (-0.09, -4.45, 1.30)  0.251
H (-1.73, -3.91, 0.92)  0.234
H (1.18, -0.83, 4.80)  0.413
H (2.80, -0.35, 4.37)  0.418
H (-0.99, -4.38, -1.20)  0.243
H (-0.43, -4.45, -3.61)  0.243
H (0.92, -2.59, -4.60)  0.249
H (1.63, -0.74, -3.11)  0.219
N (-2.36, 3.48, -0.06)  -0.748
C (-2.75, 2.11, -0.46)  -0.236
C (-1.65, 1.11, -0.14)  -0.238
N (-0.46, 1.17, -1.03)  -0.904
H (-3.07, 4.16, -0.31)  0.418
H (-1.32, 3.86, -0.61)  0.364
H (-2.21, 3.55, 0.95)  0.410
H (-2.96, 2.14, -1.53)  0.217
H (-3.66, 1.82, 0.06)  0.220
H (-2.07, 0.10, -0.21)  0.218
H (-1.31, 1.25, 0.88)  0.233
H (-0.14, 2.15, -1.13)  0.434
H (-0.71, 0.87, -1.96)  0.389
Cl (3.57, 4.56, 0.15)  0.176
C (2.37, 3.76, 1.00)  -0.152
Cl (0.02, 4.32, -1.30)  -0.595
Cl (1.56, 4.55, 2.24)  0.139
C (1.94, 2.45, 0.58)  0.681
O (2.50, 1.85, -0.40)  -0.690
O (0.98, 1.84, 1.17)  -0.713

Results
orbital gap (spin up / spin down) = 6.972 / 7.384 eV
energy above the lowest of the compared OMol25 structures with the same formula, charge and spin = 24.45 kJ/mol
2S+1 = 3
net charge = +1

=====

A structure of composition C23H49KNO7S2. Source: the OMol25 dataset; level of theory: the ωB97M-V functional and the def2-TZVPD basis.

Last column: Löwdin charge in e.
Atoms and positions in Å:
K (-0.25, -0.46, 0.66)  0.708
C (-2.36, 0.93, -2.98)  -0.088
C (-2.57, -0.51, -2.70)  -0.688
C (-2.12, -1.36, -3.93)  -0.081
O (-1.99, -0.99, -1.55)  -0.368
H (-1.30, 1.11, -2.83)  0.052
H (-2.85, 1.59, -2.26)  0.050
H (-2.57, 1.27, -4.00)  0.070
H (-3.64, -0.62, -2.50)  0.103
H (-2.37, -2.42, -3.97)  0.051
H (-1.04, -1.24, -3.97)  0.057
H (-2.56, -0.96, -4.84)  0.050
C (-0.67, 1.04, 5.31)  -0.077
C (0.11, 0.08, 4.37)  -0.600
C (-0.55, -1.28, 4.34)  -0.085
O (0.35, 0.76, 3.15)  -0.367
H (-1.65, 1.29, 4.91)  0.028
H (-0.19, 2.00, 5.51)  0.065
H (-0.88, 0.60, 6.29)  0.055
H (1.08, -0.16, 4.81)  0.104
H (-0.01, -1.81, 3.57)  0.059
H (-1.61, -1.27, 4.07)  0.067
H (-0.30, -1.79, 5.27)  0.071
C (0.99, -4.31, -3.26)  -0.197
C (-0.22, -5.15, -2.93)  -0.244
C (-0.70, -4.62, -1.59)  -0.203
S (0.82, -4.43, -0.54)  0.751
O (1.02, -5.64, 0.26)  -0.343
O (0.87, -3.06, 0.05)  -0.409
C (1.92, -4.42, -1.98)  -0.196
H (0.63, -3.30, -3.45)  0.105
H (1.45, -4.61, -4.20)  0.112
H (0.08, -6.18, -2.78)  0.106
H (-1.08, -5.27, -3.59)  0.119
H (-1.43, -5.18, -1.00)  0.106
H (-1.14, -3.65, -1.81)  0.086
H (2.27, -5.45, -2.05)  0.093
H (2.72, -3.69, -1.93)  0.097
C (-2.55, 1.57, 1.56)  -0.181
C (-3.28, 1.84, 2.98)  -0.226
C (-4.71, 2.33, 2.95)  -0.202
S (-4.66, 3.36, 1.37)  0.731
O (-4.11, 4.65, 1.76)  -0.357
O (-5.97, 3.23, 0.69)  -0.385
C (-3.33, 2.34, 0.42)  -0.167
H (-2.53, 0.51, 1.29)  0.064
H (-1.55, 2.01, 1.55)  0.080
H (-2.72, 2.58, 3.55)  0.105
H (-3.27, 0.87, 3.48)  0.096
H (-5.07, 2.93, 3.78)  0.103
H (-5.31, 1.45, 2.72)  0.096
H (-2.79, 2.80, -0.41)  0.080
H (-3.94, 1.59, -0.08)  0.081
C (3.05, -0.38, 1.66)  -0.023
C (3.15, 0.48, 0.36)  -0.500
C (3.18, -0.39, -0.88)  -0.141
C (3.10, 0.30, -2.25)  -0.169
C (1.92, 1.25, -2.15)  -0.132
C (1.82, 2.24, -0.94)  -0.481
N (2.14, 1.52, 0.26)  -0.124
O (1.99, 2.22, 1.46)  -0.011
C (2.63, 3.48, -1.27)  -0.040
C (0.31, 2.71, -0.87)  -0.023
C (4.55, 1.15, 0.50)  -0.035
H (3.05, 0.28, 2.53)  0.088
H (2.14, -0.98, 1.71)  0.045
H (3.89, -1.07, 1.69)  0.086
H (3.94, -1.17, -0.89)  0.122
H (2.25, -0.94, -0.74)  0.086
H (3.98, 0.89, -2.47)  0.100
H (3.00, -0.40, -3.08)  0.109
H (1.08, 0.55, -2.19)  0.109
H (1.95, 1.85, -3.06)  0.117
H (3.69, 3.31, -1.45)  0.071
H (2.51, 4.18, -0.44)  0.086
H (2.25, 3.96, -2.17)  0.081
H (-0.06, 3.01, -1.85)  0.083
H (0.20, 3.51, -0.14)  0.088
H (-0.34, 1.90, -0.55)  0.036
H (5.32, 0.39, 0.69)  0.073
H (4.78, 1.66, -0.43)  0.060
H (4.65, 1.83, 1.35)  0.083
H (1.43, 1.74, 2.08)  0.024

Results
orbital gap = 6.266 eV
net charge = -1